No. 1
Formula: C23H48BrIO7P2
Source: the Open Molecules 2025 dataset
Level of theory: ωB97M-V/def2-TZVPD

Element x y z (Å)
C: 3.56180 0.79161 -2.01083
C: 0.79879 -2.43189 -0.46691
H: -1.37731 3.61109 0.22786
C: 5.64781 -2.76565 2.59843
C: -0.71208 4.38902 0.60467
H: -6.65458 -3.13366 2.57324
H: 6.53542 -2.60297 1.98314
O: -1.36926 -1.60501 -1.11613
H: -8.54481 -3.60680 4.51213
H: -1.00339 4.60113 2.76253
O: -5.58606 -2.77156 0.42038
C: 4.65995 -3.67248 1.87531
H: 3.14171 -0.94353 1.42607
H: 0.18579 -0.35999 -0.58123
C: -0.23176 -1.33878 -0.28424
O: 0.49872 4.36324 -0.15622
P: -3.30597 -0.95274 0.68778
C: 0.64607 3.08741 -5.34383
H: 0.05898 2.26626 -5.75930
C: -0.30031 4.16362 2.05402
C: 4.14718 1.10195 -3.38176
C: -5.62104 -5.20692 4.70489
H: 5.12884 0.63556 -3.49299
C: 2.79003 -0.82658 -3.51222
H: -6.47903 -2.40605 4.18154
H: 3.52070 0.20830 -5.29381
H: 3.48748 -1.64095 -3.73581
H: 1.44719 -2.50964 0.41256
H: 4.70821 -0.97868 0.60284
C: 1.62566 4.42415 0.71668
C: 1.41341 3.43620 -3.16360
H: 1.77380 -1.18292 -3.69124
H: -4.80863 -3.16739 0.84818
C: 1.08357 4.80635 2.08652
H: 2.24749 1.06514 -4.40861
H: 5.14192 -4.42645 1.25084
H: 1.71315 4.44408 2.89863
C: 4.84337 -1.47351 2.71624
C: 4.10563 -1.45475 1.38371
C: -6.99049 -4.94557 5.31863
H: -7.49428 -5.86395 5.61894
H: 5.46111 -0.58814 2.86519
C: -2.39722 -0.67158 -0.93699
Br: -5.67178 -0.95482 -1.96690
H: -6.89905 -4.30046 6.19508
H: -0.22594 3.09389 2.26295
H: 4.00129 -4.18263 2.58671
H: 5.96522 -3.17229 3.55832
H: 4.13452 -1.54200 3.54438
H: 2.82790 1.55140 -1.72004
H: 1.43191 -2.19852 -1.32627
H: -0.56422 -1.24678 0.76652
H: -3.09638 -0.79356 -1.76725
H: -2.01984 0.36383 -0.93481
H: 0.99802 5.89160 2.17471
H: 4.24916 2.17258 -3.55721
H: -1.09560 3.74134 -4.24326
O: 3.88136 -2.81996 1.03744
H: -4.81892 -5.25625 5.44307
H: 0.23671 5.23182 -2.81933
C: 0.73796 4.71415 -3.63598
H: 1.46834 5.39227 -4.08374
H: -8.04109 -4.91217 3.42913
H: -5.61989 -6.13894 4.12984
H: 2.42960 3.59564 -2.79660
C: -7.69441 -4.20424 4.18516
H: 2.11153 3.44260 0.74703
C: -0.20719 4.17638 -4.70660
H: 0.29734 -3.39511 -0.62229
C: 3.13027 0.43117 -4.30100
I: -3.42538 1.33655 1.49972
O: 1.47435 2.57053 -4.30271
H: 1.27578 3.49863 -6.14087
H: 0.83181 2.96164 -2.36841
P: -5.50568 -1.13437 0.26963
O: -5.36246 -4.10999 3.82694
H: 4.31578 0.71487 -1.22483
H: 2.33619 5.14837 0.31411
H: -0.52879 4.93006 -5.42514
C: -6.56026 -3.35268 3.63523
O: 2.90754 -0.47082 -2.13317
H: -1.20331 5.35929 0.47527

- Highest occupied orbital energy: -8.749 eV
- Spin multiplicity: 1
- Maximum force: 0.027 hartree/bohr
- Charge: 0
- SMILES: CCOCP(I)#P(O)Br.C1CCOC1.C1CCOC1.C1CCOC1.C1CCOC1.C1CCOC1
- Gap between HOMO and LUMO: 8.576 eV

Mulliken population analysis, charges in e, atoms 1 to 6: number 1, C, carries 0.2973; number 2, C, carries -0.8136; number 3, H, carries 0.1202; number 4, C, carries -0.5582; number 5, C, carries -0.3201; number 6, H, carries 0.2336

---

No. 2
Formula: C23H48Ca2NO11P
Source: the Open Molecules 2025 dataset
Level of theory: ωB97M-V/def2-TZVPD

Element x y z (Å)
H: -11.02211 6.22921 -5.52314
C: -6.56467 0.00355 -1.84294
H: -13.69504 8.73317 -3.79451
H: -19.20135 14.70718 2.70434
H: -5.48729 0.05071 0.04500
H: -7.28375 1.78879 0.46925
C: -10.79914 8.48889 -5.19946
C: -19.17988 13.99761 3.53148
O: -19.43833 11.69187 3.73500
H: -19.90239 10.18886 -2.65727
H: -4.79167 1.02028 -1.21347
C: -3.35759 12.20686 0.14246
H: -7.29718 -0.64849 -1.36713
O: -12.77703 7.25867 -4.97296
H: -2.45163 7.52137 1.13444
H: -23.90974 9.55545 -1.35304
C: -6.60013 1.95052 -0.36418
O: -21.71825 3.59212 2.97509
O: -21.92285 3.92194 1.02731
C: -5.74114 0.75100 -0.75077
H: -4.71688 9.47132 2.82825
C: -13.03118 8.61032 -4.65026
H: -6.09282 2.87274 -0.08089
O: -7.15301 1.14490 -2.52799
H: -5.96207 -0.66229 -2.46069
H: -23.40672 8.74331 -2.72553
C: -4.66297 9.01714 1.83884
H: -1.72830 10.38153 0.99140
C: -6.08672 8.89054 1.33852
O: -15.86616 4.83631 1.68074
H: -0.85560 8.33453 1.18326
O: -21.73259 9.46999 -1.74981
Ca: -19.18166 1.11282 1.05879
H: -3.34589 11.83636 -0.88257
H: -2.35170 12.35730 0.53445
H: -6.71501 9.77646 1.43061
C: -23.19314 10.76069 -3.09999
O: -13.91795 5.86621 1.09272
H: -11.54644 7.40615 -6.71926
O: -15.67438 6.97046 1.26315
H: -4.16323 8.04852 1.82727
H: -11.56542 8.98345 -3.18679
H: -6.61991 8.11662 1.89064
Ca: -19.88837 6.79530 2.44144
C: -21.77665 11.12077 -3.41273
H: -2.37503 9.84178 2.45150
C: -15.15736 5.88863 1.37247
H: -18.07891 12.42341 2.38879
H: -5.26857 11.31775 0.66270
H: -20.04455 12.46838 5.62325
C: -4.25427 11.29674 1.06124
H: -21.19630 13.65968 2.97229
H: -21.38792 12.05116 -2.99877
H: -23.71688 10.42588 -3.99537
H: -13.45006 9.09680 -5.53115
C: -20.57763 13.64506 3.86959
H: -9.96323 8.19616 -4.56411
H: -21.36319 11.79723 4.72189
C: -1.88048 8.39377 0.81692
C: -20.95667 9.97898 -2.83770
H: -23.70454 11.64025 -2.70892
H: -21.63959 11.16597 -4.49314
H: -14.01406 6.80015 0.89240
H: -6.62132 3.08283 -2.11334
C: -11.50133 7.19997 -5.64989
H: -11.52454 10.24328 -4.43099
P: -22.96472 3.87815 2.09993
H: -1.96374 8.41315 -0.26973
C: -18.43547 12.72396 3.37400
H: -20.98746 14.39373 4.54754
C: -20.41527 12.32325 4.60856
O: -23.13045 5.31508 2.67720
C: -23.13110 9.60273 -2.11436
H: -21.06417 9.11658 -3.49559
C: -11.73164 9.18958 -4.24414
H: -3.83682 13.18556 0.16663
C: -2.43481 9.64836 1.38047
H: -17.61691 12.59415 4.08197
H: -4.32558 11.56246 2.11594
H: -18.66503 14.53038 4.33096
H: -6.16625 8.57468 0.29832
O: -23.65951 2.59900 2.54511
C: -7.27177 2.33240 -1.66405
N: -3.82351 9.85782 0.96168
H: -10.47759 9.02428 -6.09281
H: -8.24154 2.77074 -1.42845

- Highest occupied orbital energy: -6.038 eV
- Spin multiplicity: 1
- Maximum force: 0.178 hartree/bohr
- Charge: 0
- Relative energy (zero: lowest compared OMol25 entry of this formula, charge and spin): 462.8 kcal/mol
- Gap between HOMO and LUMO: 2.733 eV

Mulliken population analysis, charges in e, atoms 1 to 6: number 1, H, carries 0.3292; number 2, C, carries -0.3970; number 3, H, carries 0.3499; number 4, H, carries 0.3313; number 5, H, carries 0.3584; number 6, H, carries 0.2778

---

No. 3
Formula: C23H48ClN3O6
Source: the Open Molecules 2025 dataset
Level of theory: ωB97M-V/def2-TZVPD

Element x y z (Å)
H: 0.94539 -2.09677 0.30694
H: -3.69218 -3.61222 1.08088
H: -1.39441 5.24793 -0.55164
C: 2.92358 3.55324 0.16365
H: -0.59834 -2.75290 -4.86339
C: -0.34737 -3.37436 -3.99618
C: 0.27257 3.22667 -2.22128
H: 2.49865 2.45140 -1.66777
C: 1.27168 -1.10313 0.79764
C: -4.84376 -4.16471 4.30987
H: 0.74701 2.56965 -3.04734
H: -3.11868 -4.80004 2.23861
H: -0.41993 -5.07621 -5.33062
C: 4.25624 1.47344 -0.03400
C: 2.36375 6.18483 -0.02723
C: 0.05618 6.60457 0.51125
C: 2.09439 2.40381 -0.58475
C: -0.07723 -0.32405 1.19681
C: -3.51550 -3.78151 2.14850
H: 0.25877 -1.56547 -3.00896
H: -0.84459 -2.65619 3.65981
H: 0.87851 4.20956 -2.21670
H: -5.41604 -1.91017 1.93943
O: 5.19596 0.79242 -0.49547
H: -1.01901 4.71132 1.20963
H: 0.28232 -5.46088 -3.76848
H: -0.70874 -0.85171 1.98605
H: 0.09352 1.47273 -0.82970
N: -5.31780 -2.23440 2.89999
H: -4.36844 -5.14885 4.35381
H: -1.65574 -4.22682 3.80655
H: -2.04691 1.52876 -2.58172
H: 4.34163 5.24935 -0.44083
H: 1.22526 -5.11455 -1.86523
H: 2.14245 -4.16903 -0.69628
H: 2.65710 -0.64890 2.61563
C: -1.81820 -3.15001 3.70799
C: -1.23427 5.61133 0.53105
H: -4.54828 -1.67215 3.26522
H: 3.06523 4.85738 -1.72135
O: 0.98840 6.02522 -0.43496
C: 2.18285 -0.35273 -0.28234
O: -2.53346 -2.82203 2.52797
H: 3.08744 -0.99194 -0.58275
H: 1.55700 -0.22927 -1.24468
N: -1.58779 -3.65744 -3.26223
H: -0.33717 7.59465 0.07283
H: 1.18616 -1.69897 2.94041
C: 2.01989 -1.48274 2.16757
H: -2.00940 -2.77360 -2.98176
H: 2.62052 1.04610 1.30224
H: 1.62378 -2.47341 -3.63651
H: -5.86367 -4.27238 4.68966
H: -5.60428 -4.22197 2.32772
C: -2.02193 2.58421 -2.14728
C: 0.21929 -4.68509 -4.53412
H: 0.46814 6.75544 1.56266
H: -1.32278 -4.08857 -2.37581
O: -1.10075 3.60613 -2.49494
C: 0.50986 2.54907 -0.78527
C: 3.24217 4.93478 -0.58219
H: 2.79021 7.11486 -0.57140
Cl: 2.12821 3.73775 1.84487
H: -4.31763 -3.50032 4.99826
C: 2.68755 1.10449 0.15340
H: 5.06634 3.27272 -0.04950
H: -2.33932 -2.76072 4.58492
C: 1.74087 -4.16435 -1.71277
N: 4.25268 2.88705 0.45265
H: 2.52080 6.37379 1.08514
H: -0.73031 -0.18577 0.25581
H: 2.64722 -2.43484 2.11700
H: 2.57395 -4.06458 -2.41381
H: 0.24453 0.73098 1.54173
H: 1.21827 -4.53686 -4.95400
H: -2.18832 6.14546 0.86779
O: 0.82302 -3.08754 -1.81477
C: 0.65452 -2.57963 -3.13435
C: -4.86474 -3.63131 2.88024
O: -2.85445 2.85239 -1.23790
H: 0.03761 3.12767 0.08013

- Highest occupied orbital energy: -9.279 eV
- Spin multiplicity: 1
- Maximum force: 0.098 hartree/bohr
- Charge: 0
- SMILES: CCOCC[C@]1(Cl)NC(=O)[C@H](CC(C)C)[C@H]1CCOC=O.COC[C@@H](C)N.COC[C@@H](C)N
- Gap between HOMO and LUMO: 9.657 eV

Mulliken population analysis, charges in e, atoms 1 to 6: number 1, H, carries -0.1471; number 2, H, carries 0.3152; number 3, H, carries 0.1176; number 4, C, carries 1.4689; number 5, H, carries 0.4400; number 6, C, carries 0.2345

---

No. 4
Formula: C23H49AlN4OP3
Source: the Open Molecules 2025 dataset
Level of theory: ωB97M-V/def2-TZVPD

Element x y z (Å)
H: -3.29587 2.42609 -0.44044
H: -0.46303 -3.19204 -1.35028
C: 0.37978 -3.21171 -0.64484
H: 2.85672 -2.28302 1.01684
C: -3.02444 -6.77307 2.57490
C: 1.75651 -1.88250 -2.66691
H: 2.55856 -0.35296 1.71575
H: -1.72704 -1.49067 -2.35033
H: -3.25230 -7.71541 3.08469
H: 3.23468 0.24135 -1.14679
C: -3.03717 -0.32492 0.23512
N: 2.40617 3.97614 -1.18774
H: -0.02959 -3.18150 0.36891
H: 4.44441 4.19950 -1.63004
H: -5.09078 -6.21790 2.35980
C: -2.44442 2.00825 2.76504
C: -4.05799 -5.90954 2.17115
H: -1.19613 -0.00937 -3.19032
H: 1.74025 1.21303 2.29309
C: 2.96169 -2.29395 -0.07763
C: 3.80007 3.53924 -1.03356
H: 1.94551 -2.94698 -2.89210
H: -1.89508 4.03848 0.25145
C: 0.43455 -0.52840 2.17617
N: 3.96569 2.15344 -1.51906
H: 3.81310 -1.65557 -0.36078
Al: 0.36196 0.19530 0.05511
H: -3.51790 0.38287 0.91688
N: 1.60741 1.63927 -0.94589
H: 1.39237 0.68430 -2.86566
H: 0.47178 3.43321 -0.62087
P: -1.81663 0.49696 -0.88789
H: -2.36049 0.98733 3.15263
C: -1.41108 -5.25557 1.63525
C: -2.74394 2.02532 -1.29965
C: 3.06966 1.26514 -0.77989
H: 0.93528 3.63792 2.94864
H: 4.08948 3.58742 0.02170
H: -2.04860 4.58148 1.94994
H: 3.14053 -3.32971 -0.40984
H: 2.63653 -1.28486 -2.95527
H: -4.58923 -4.05691 1.15684
C: 3.59085 2.12863 -2.95312
H: -2.06429 2.79121 -1.68771
H: -0.38825 -4.99343 1.35357
P: -0.90810 2.43563 1.84304
C: -1.37655 4.10665 1.21832
H: -0.35272 -0.09009 2.79708
N: 2.19823 2.57465 -3.16372
C: -2.43501 -4.34156 1.32439
H: 0.97908 -4.12369 -0.78256
C: 0.11046 2.98284 3.26826
P: 1.40910 -1.74457 -0.87618
H: 0.43274 -1.62389 2.18269
H: 0.27398 2.05441 -2.57531
H: 4.25467 2.80825 -3.49551
C: 1.63141 0.19176 1.91538
C: -1.92152 -0.41790 -2.47489
H: 0.87576 -1.54617 -3.23754
O: -1.98287 -3.05514 1.00267
H: -3.47920 1.82037 -2.08969
H: -2.49176 -1.02925 0.86951
H: 0.53800 2.12039 3.79542
H: -0.47949 4.73220 1.09179
H: 3.71485 1.10996 -3.34063
H: -0.54024 3.53593 3.96282
C: 2.08514 3.94397 -2.62089
H: -3.31798 2.06587 2.10741
H: -2.91687 -0.29480 -2.92249
H: -0.86358 -7.13857 2.52057
H: 1.06698 4.31470 -2.77872
C: -3.78094 -4.69532 1.51944
C: -1.69573 -6.45853 2.27410
C: 1.29697 1.68886 -2.43805
H: -3.79908 -0.84787 -0.35046
H: 3.32826 1.34202 0.27872
H: 2.80271 4.58079 -3.15092
C: 1.50006 3.07457 -0.45726
H: -2.50563 -2.62556 0.26642
H: 1.77834 3.10260 0.60736
H: -2.56878 2.70461 3.60261

- Highest occupied orbital energy: -15.239 eV
- Spin multiplicity: 1
- Maximum force: 0.071 hartree/bohr
- Charge: +3
- Relative energy (zero: lowest compared OMol25 entry of this formula, charge and spin): 16.3 kcal/mol
- Gap between HOMO and LUMO: 3.884 eV

Mulliken population analysis, charges in e, atoms 1 to 6: number 1, H, carries 0.4237; number 2, H, carries 0.4365; number 3, C, carries -0.7180; number 4, H, carries 0.3541; number 5, C, carries -0.5435; number 6, C, carries -1.3066